{"formula": "C2H4O3P", "method": "the ωB97M-V functional and the def2-TZVPD basis", "species": ["O", "P", "C", "C", "O", "O", "H", "H", "H", "H"], "xyz": [[-0.013, 2.594, -2.445], [-0.200, 2.139, -1.021], [0.392, 0.577, -0.833], [0.321, -0.060, 0.526], [-0.171, -1.332, 0.158], [-0.527, -2.215, 1.282], [0.996, -0.036, -1.503], [1.097, -0.176, 1.311], [-0.517, 0.368, 1.016], [-1.378, -1.860, 1.508]], "total_charge": -1, "fmax_ev_per_a": 2.322, "relative_energy_kcal_mol": 128.9, "smiles": "[O-]/P=C/COO", "homo_lumo_gap_ev": 7.0, "spin_multiplicity": 1}

=====

{"formula": "C2H4O3S2", "method": "the ωB97M-V functional and the def2-TZVPD basis", "species": ["C", "C", "O", "O", "O", "S", "S", "H", "H", "H", "H"], "xyz": [[0.225, -0.375, -0.801], [1.058, -1.007, 0.270], [-2.192, 2.177, -0.158], [-1.220, 0.814, 1.671], [0.183, 1.538, -0.271], [-1.514, -0.513, -0.889], [-1.254, 1.215, 0.314], [0.543, -0.183, -1.861], [1.993, -0.476, 0.523], [1.650, -1.979, -0.063], [0.530, -1.212, 1.264]], "s_squared": 2.007, "fmax_ev_per_a": 5.465, "relative_energy_kcal_mol": 47.2, "homo_lumo_gap_ev": [7.3, 6.3], "spin_multiplicity": 3}

=====

{"formula": "C2H4O3V", "method": "the ωB97M-V functional and the def2-TZVPD basis", "species": ["O", "C", "V", "O", "O", "H", "C", "H", "H", "H"], "xyz": [[-0.374, 1.932, 0.192], [0.024, 0.749, -0.177], [2.899, 1.071, 0.290], [-0.899, -0.104, -0.494], [1.224, 0.523, -0.340], [0.370, 2.569, 0.100], [-0.808, -1.444, 0.017], [-0.394, -1.430, 1.030], [-1.836, -1.811, 0.045], [-0.205, -2.055, -0.663]], "s_squared": 6.003, "total_charge": 1, "fmax_ev_per_a": 1.960, "relative_energy_kcal_mol": 30.0, "homo_lumo_gap_ev": [7.5, 11.6], "spin_multiplicity": 5}

=====

{"formula": "C2H4O4", "method": "the ωB97M-V functional and the def2-TZVPD basis", "species": ["C", "O", "C", "O", "O", "O", "H", "H", "H", "H"], "xyz": [[0.412, -0.706, 1.047], [-0.793, -0.866, 0.100], [-1.235, 0.288, -0.406], [-2.397, 0.617, -0.545], [-0.169, 1.148, -0.733], [0.758, 0.493, -1.648], [0.810, -1.720, 1.097], [1.239, -0.055, 0.767], [-0.031, -0.416, 2.000], [1.407, 1.217, -1.678]], "fmax_ev_per_a": 2.754, "relative_energy_kcal_mol": 96.3, "smiles": "COC(=O)OO", "homo_lumo_gap_ev": 11.2, "spin_multiplicity": 1}

=====

{"formula": "C2H4O4", "method": "the ωB97M-V functional and the def2-TZVPD basis", "species": ["C", "C", "O", "O", "O", "O", "H", "H", "H", "H"], "xyz": [[-0.408, -0.556, 0.173], [-1.953, 0.134, -0.085], [-0.472, -1.702, 0.587], [2.970, 0.198, 0.408], [0.356, 0.328, -0.182], [2.577, -0.018, -0.788], [-2.005, -0.009, -1.098], [-1.961, 1.244, 0.171], [-2.629, -0.569, 0.400], [3.526, 0.950, 0.414]], "fmax_ev_per_a": 2.767, "relative_energy_kcal_mol": 166.1, "homo_lumo_gap_ev": [9.9, 7.7], "spin_multiplicity": 1}

=====

{"formula": "C2H4ORu", "method": "the ωB97M-V functional and the def2-TZVPD basis", "species": ["H", "Ru", "C", "H", "H", "C", "O", "H"], "xyz": [[1.338, 1.566, -0.747], [1.767, -0.187, -1.166], [-0.136, -0.801, -0.020], [-0.641, -1.271, -0.875], [0.267, -1.465, 0.756], [-0.752, 0.374, 0.481], [-0.374, 1.552, 0.254], [-1.470, 0.232, 1.318]], "s_squared": 8.762, "total_charge": 1, "fmax_ev_per_a": 4.312, "relative_energy_kcal_mol": 58.1, "homo_lumo_gap_ev": [7.4, 6.4], "spin_multiplicity": 6}

=====

{"formula": "C2H4OS", "method": "the ωB97M-V functional and the def2-TZVPD basis", "species": ["C", "S", "C", "O", "H", "H", "H", "H"], "xyz": [[-1.162, -0.023, -0.058], [0.169, -1.187, 0.010], [1.458, -0.035, 0.084], [2.609, -0.450, -0.103], [-0.624, 0.810, -0.807], [-2.187, -0.273, -0.508], [-1.376, 0.187, 0.973], [1.113, 0.972, 0.409]], "fmax_ev_per_a": 3.682, "relative_energy_kcal_mol": 28.6, "smiles": "CSC=O", "homo_lumo_gap_ev": 10.1, "spin_multiplicity": 1}

=====

{"formula": "C2H4OS", "method": "the ωB97M-V functional and the def2-TZVPD basis", "species": ["C", "C", "O", "S", "H", "H", "H", "H"], "xyz": [[-0.104, 0.011, 0.234], [1.407, -0.393, -0.223], [2.207, 0.327, 0.310], [-2.405, -0.028, 0.206], [-0.009, -0.122, 1.283], [-0.136, 1.169, -0.097], [1.636, -1.365, -0.655], [-2.597, 0.400, -1.059]], "fmax_ev_per_a": 4.504, "relative_energy_kcal_mol": 75.6, "homo_lumo_gap_ev": 8.8, "spin_multiplicity": 1}

=====

{"formula": "C2H4OS", "method": "the ωB97M-V functional and the def2-TZVPD basis", "species": ["C", "C", "O", "S", "H", "H", "H", "H"], "xyz": [[0.570, 0.473, 0.125], [0.395, -0.952, -0.092], [1.135, -1.849, 0.075], [-1.648, -0.987, 0.074], [-0.418, 1.009, -0.554], [0.070, 0.956, 1.155], [1.625, 0.923, -0.341], [-1.728, 0.426, -0.442]], "fmax_ev_per_a": 6.504, "relative_energy_kcal_mol": 67.3, "smiles": "CC(=O)S", "homo_lumo_gap_ev": 9.6, "spin_multiplicity": 1}

=====

{"formula": "C2H4OS2", "method": "the ωB97M-V functional and the def2-TZVPD basis", "species": ["C", "C", "H", "H", "H", "H", "O", "S", "S"], "xyz": [[-0.243, 0.534, 0.660], [-0.528, -0.314, -0.621], [1.836, 0.820, -0.250], [-0.240, -0.061, 1.501], [-1.051, 1.284, 0.978], [0.490, -2.305, -1.055], [0.675, -1.071, -0.582], [1.032, 1.812, 0.688], [-1.970, -0.699, -1.318]], "fmax_ev_per_a": 6.033, "relative_energy_kcal_mol": 79.1, "homo_lumo_gap_ev": 8.3, "spin_multiplicity": 1}

=====

{"formula": "C2H4OS2", "method": "the ωB97M-V functional and the def2-TZVPD basis", "species": ["O", "C", "S", "C", "S", "H", "H", "H", "H"], "xyz": [[0.513, 1.467, -0.087], [0.871, 0.141, -0.183], [2.531, -0.143, 0.117], [-0.257, -0.826, -0.149], [-1.769, -0.022, 0.089], [-0.329, 1.523, -0.750], [0.060, -1.534, 0.765], [-0.346, -1.763, -0.987], [-1.273, 1.156, 1.185]], "fmax_ev_per_a": 5.191, "relative_energy_kcal_mol": 61.3, "smiles": "OC(=S)CS", "homo_lumo_gap_ev": 8.4, "spin_multiplicity": 1}

=====

{"formula": "C2H4OS2", "method": "the ωB97M-V functional and the def2-TZVPD basis", "species": ["C", "C", "O", "S", "S", "H", "H", "H", "H"], "xyz": [[0.252, -0.884, 0.217], [0.193, 1.603, -0.300], [-0.771, -3.143, 1.051], [0.490, -2.447, 0.748], [1.360, 0.200, -0.385], [-1.381, -0.682, -0.435], [0.434, 2.108, -1.301], [0.180, 2.211, 0.648], [-0.757, 1.034, -0.243]], "fmax_ev_per_a": 4.942, "relative_energy_kcal_mol": 104.8, "homo_lumo_gap_ev": [7.4, 7.4], "spin_multiplicity": 1}

=====

Copy entry 10 word for word.
{"formula": "C2H4OS2", "method": "the ωB97M-V functional and the def2-TZVPD basis", "species": ["C", "C", "H", "H", "H", "H", "O", "S", "S"], "xyz": [[-0.243, 0.534, 0.660], [-0.528, -0.314, -0.621], [1.836, 0.820, -0.250], [-0.240, -0.061, 1.501], [-1.051, 1.284, 0.978], [0.490, -2.305, -1.055], [0.675, -1.071, -0.582], [1.032, 1.812, 0.688], [-1.970, -0.699, -1.318]], "fmax_ev_per_a": 6.033, "relative_energy_kcal_mol": 79.1, "homo_lumo_gap_ev": 8.3, "spin_multiplicity": 1}